Density functional theory data (the ωB97M-V functional and the def2-TZVPD basis) for 2 unconnected molecules or ions with the total composition CH6NOS at a distorted geometry.

Geometry as XYZ:
```
10
Properties=species:S:1:pos:R:3:forces:R:3
C 1.410518 0.098458 -0.207429 -0.384 -1.007 -0.234
N 0.884410 -1.041429 0.173738 -0.151 -0.240 0.970
O 0.861441 1.248054 -0.184640 -0.696 -0.311 0.516
S -1.909605 0.081115 -0.132566 0.666 -2.234 -0.041
H 2.360348 0.082384 -0.677892 1.004 -0.108 -0.178
H -2.162622 1.177055 -0.708110 -0.663 2.172 -1.168
H 1.504141 -1.880453 0.145304 -0.965 0.938 0.032
H -0.074245 -1.085290 0.645612 2.100 -0.058 -0.972
H -0.067952 1.112170 0.155647 0.040 0.562 0.036
H -2.806434 0.207933 0.790336 -0.952 0.286 1.041
```
Forces are in eV/Å.

spin multiplicity	1
ΔE to the lowest compared entry with this formula, charge and spin	14.1	kJ/mol
net charge	+1
HOMO level	-15.14	eV
Kohn-Sham gap	10.952	eV

Here are the Löwdin charges for atoms 1 to 6, given in e: number 1, C, carries -0.19; number 2, N, carries 0.17; number 3, O, carries 0.14; number 4, S, carries 0.75; number 5, H, carries 0.16; number 6, H, carries -0.17